Entry 1:
C3H4N2S | ωB97M-V/def2-TZVPD

Output
Orbital gap (Eh): 0.3258
HOMO (eV): -9.252
LUMO energy (hartree): -0.0142

```
10
Properties=species:S:1:pos:R:3:lowdin_charge:R:1
C -0.190 -1.162 0.421 -0.351
C -1.342 -0.378 -1.579 -0.011
C -0.382 -0.388 -0.677 -0.338
N 0.049 -1.654 1.435 0.164
N 1.557 1.156 1.328 -0.385
S 0.791 1.564 -0.102 0.735
H -1.693 0.416 -2.239 0.058
H -2.001 -1.271 -1.915 0.104
H 1.068 1.310 2.186 0.033
H 2.144 0.408 1.142 -0.010
```

***

Entry 2:
C3HBrCl2 | ωB97M-V/def2-TZVPD

Output
Orbital gap (Eh): 0.3828
HOMO (eV): -10.224
SMILES: ClC#C[C@H](Cl)Br
LUMO energy (hartree): 0.0070

```
7
Properties=species:S:1:pos:R:3:lowdin_charge:R:1
Cl 0.154 3.179 1.035 0.720
C 0.010 1.657 0.433 -0.603
C -0.152 0.530 0.044 -0.207
C -0.166 -0.914 -0.269 -1.085
Cl -0.476 -2.009 1.110 0.564
Br 1.452 -1.494 -1.273 0.603
H -0.821 -0.949 -1.080 0.009
```

***

Entry 3:
C26H48FeO2P2 | ωB97M-V/def2-TZVPD

Output
Orbital gap (spin up / spin down) (Eh): 0.3142 / 0.2669
HOMO (spin up / spin down) (eV): -10.146 / -11.117
Net charge: +1
LUMO energy (spin up / spin down) (hartree): -0.0587 / -0.1416
Multiplicity: 6

```
79
Properties=species:S:1:pos:R:3:lowdin_charge:R:1
Fe 0.413 0.587 0.758 0.650
C -1.098 -0.615 2.156 -0.268
C -0.687 -1.753 1.400 -0.208
C 1.224 -0.755 2.260 -0.315
C 0.065 -0.039 2.777 -0.311
C 0.729 -1.832 1.445 -0.232
C -2.491 -0.311 2.558 -0.037
H -3.192 -0.538 1.751 0.072
H -2.597 0.746 2.835 0.063
H -2.784 -0.916 3.431 0.112
C 0.096 0.837 3.973 -0.019
H -0.875 1.308 4.164 0.077
H 0.835 1.635 3.841 0.067
H 0.393 0.268 4.870 0.108
C 2.605 -0.608 2.790 -0.022
H 2.790 -1.318 3.616 0.108
H 2.760 0.414 3.163 0.074
H 3.350 -0.791 2.003 0.073
C 1.523 -3.015 1.050 -0.028
H 1.460 -3.780 1.842 0.113
H 2.582 -2.770 0.913 0.064
H 1.142 -3.462 0.123 0.072
C -1.607 -2.808 0.935 -0.013
H -1.953 -3.434 1.776 0.116
H -1.135 -3.467 0.201 0.053
H -2.501 -2.386 0.461 0.064
C -1.664 -0.228 -2.565 -0.126
C -2.434 -0.939 -1.729 -0.129
C -3.191 -2.162 -2.144 -0.170
C -2.376 -3.477 -2.393 -0.171
C -0.880 -3.400 -2.279 -0.127
C -0.122 -2.682 -3.122 -0.114
C -0.698 -1.935 -4.295 -0.172
C -1.463 -0.602 -4.001 -0.178
H -3.780 -1.952 -3.055 0.118
H -2.662 -3.866 -3.385 0.117
H -3.933 -2.383 -1.356 0.108
H -2.435 -0.651 -4.527 0.119
H -1.197 0.713 -2.267 0.066
H -2.602 -0.621 -0.699 0.069
H -0.901 0.214 -4.486 0.104
H 0.143 -1.686 -4.967 0.109
H 0.969 -2.704 -3.074 0.090
H -1.371 -2.593 -4.870 0.115
H -2.727 -4.227 -1.663 0.108
H -0.426 -4.068 -1.542 0.089
P -1.238 2.394 0.411 0.827
C -1.394 3.397 1.928 -0.220
H -1.874 4.355 1.687 0.064
H -0.403 3.593 2.350 0.042
H -1.992 2.873 2.681 0.040
C -0.961 3.655 -0.880 -0.242
H -1.593 4.534 -0.684 0.062
H -1.211 3.239 -1.865 0.046
H 0.093 3.949 -0.863 0.028
C -2.984 1.999 0.053 -0.248
H -3.064 1.560 -0.949 0.031
H -3.591 2.917 0.104 0.067
H -3.378 1.279 0.776 0.019
P 2.283 0.511 -0.828 0.847
C 2.882 -1.173 -1.232 -0.255
H 3.458 -1.144 -2.170 0.065
H 2.012 -1.837 -1.370 0.019
H 3.519 -1.553 -0.423 0.041
C 1.781 1.013 -2.510 -0.235
H 1.281 0.167 -3.008 0.037
H 2.674 1.303 -3.083 0.065
H 1.089 1.856 -2.450 0.031
C 3.883 1.380 -0.597 -0.227
H 4.598 1.094 -1.386 0.065
H 4.313 1.121 0.380 0.052
H 3.720 2.465 -0.624 0.048
C 3.130 3.536 2.834 -0.022
O 2.210 2.466 2.497 -0.190
C 1.632 2.416 1.273 -0.520
O 1.786 3.360 0.491 -0.071
H 2.833 3.909 3.818 0.096
H 3.078 4.323 2.077 0.087
H 4.134 3.097 2.885 0.097
```

***

no.,maximum force (hartree/bohr)
1,0.0769
2,0.0422
3,0.0329